24
Properties=species:S:1:pos:R:3 method="wB97M-V/def2-TZVPD" multiplicity=6 de_lowest_kj_mol=0.0 total_energy_ha=-1717.20161 charge=+2 e_lumo_ev="-9.15 / -9.05"
Dy 1.2537 -0.3059 -0.3331
O 2.8570 0.3773 -3.4846
O 3.3254 2.1985 1.1516
O 2.2714 -1.3513 2.8790
O 5.0971 -0.8908 -2.1846
O 1.4462 -3.8840 -0.6854
N -2.8742 0.4960 0.3551
N -0.7068 0.6417 0.0407
C 4.7158 -1.0882 -1.1319
C 1.4012 -2.7358 -0.5597
C -2.6179 1.8357 0.0462
C -4.2084 -0.0053 0.6170
C 2.3607 0.1565 -2.4656
C 2.2646 -1.0045 1.7397
C -1.2755 1.9185 -0.1621
C 2.6435 1.4039 0.6649
C -1.7283 -0.2008 0.3406
H -0.6496 2.7519 -0.3918
H -4.1672 -1.0625 0.8612
H -1.6508 -1.2757 0.5614
H -3.3944 2.5905 -0.0274
H -4.6624 0.5205 1.4675
H -4.8532 0.1114 -0.2646
H 3.1521 -1.1977 0.9658

***

21
Properties=species:S:1:pos:R:3 method="wB97M-V/def2-TZVPD" de_lowest_kj_mol=353.3 total_energy_ha=-751.95592 e_lumo_ev="-0.31 / -0.31"
F -0.7781 2.6132 -0.4065
F 1.3353 -2.8581 -0.9869
O 2.6868 1.5759 1.2222
O 2.7396 1.3830 -1.0215
N -0.0321 1.5720 -0.8531
C 0.7475 -1.7108 -1.2874
C -0.2543 -0.8033 2.1145
C 0.2439 -0.9479 -0.3231
C 2.6948 1.5285 0.1035
C 0.4540 -1.2900 1.0531
C -0.6713 0.2208 -0.5202
C -1.3753 0.0165 1.8566
C -0.8928 0.7592 -1.8375
C -1.6730 0.3691 0.6044
H -0.0245 -1.0740 3.1326
H -2.6793 0.5639 0.3049
H 1.2090 -1.9843 1.1769
H 0.4013 -1.4869 -2.2897
H -1.9530 0.0541 2.8038
H -0.3129 0.3066 -2.6064
H -1.8656 1.1927 -2.2403

***

21
Properties=species:S:1:pos:R:3 method="wB97M-V/def2-TZVPD" de_lowest_kj_mol=0.0 total_energy_ha=-641.03099 charge=+1 e_lumo_ev=-5.65 smiles="N#[N+]c1cccc2c1N(N=O)C=CC2"
O -3.1753 1.9659 -0.1881
N -1.2130 0.9972 -0.0161
N -2.5696 0.9338 -0.0531
N -2.2828 -1.6162 0.1216
N -3.3585 -1.3389 0.2053
C -0.4316 -0.1549 0.0249
C 1.1917 -2.4804 -0.1646
C -0.1690 -2.6280 -0.0914
C 0.7226 2.4190 0.0499
C -0.9790 -1.4778 0.0129
C -0.5869 2.2571 -0.0467
C 1.6610 1.2692 0.1774
C 0.9714 -0.0557 0.0389
C 1.7456 -1.2063 -0.0737
H 2.1521 1.3166 1.1572
H -1.2918 3.0691 -0.1416
H 1.8293 -3.3414 -0.2781
H 2.4622 1.3587 -0.5640
H 1.1397 3.4121 0.0413
H 2.8206 -1.1006 -0.0900
H -0.6386 -3.5984 -0.1220